48
Properties=species:S:1:pos:R:3 method="wB97M-V/def2-TZVPD" homo_lumo_gap_ev="5.720 / 5.854" charge=+2 lumo_energy_ev="-8.37 / -8.20" de_lowest_ev=0.598 homo_energy_ev="-14.09 / -14.05"
Ir -1.1209 -0.3698 0.3749
O -4.9791 -0.5944 -0.4125
C -3.8153 -0.3525 -0.3676
O -2.9503 -0.9986 0.4435
C -3.1752 0.7466 -1.1919
C -3.9264 1.4583 -2.1158
C -3.3410 2.5379 -2.7246
C -2.0322 2.9189 -2.3812
C -1.4269 4.0643 -2.9540
C -0.1629 4.4270 -2.5982
C 0.5488 3.6503 -1.6602
C 0.0017 2.5320 -1.0936
C -1.3071 2.1444 -1.4382
N -1.9090 1.0390 -0.8796
H -4.9427 1.1469 -2.3084
H -3.8859 3.1231 -3.4548
H -1.9923 4.6414 -3.6740
H 0.2979 5.3047 -3.0291
H 1.5534 3.9438 -1.3853
H 0.5739 1.9434 -0.3955
N -2.5046 -3.5184 4.6859
C -1.2750 -2.9378 4.0266
C -1.6946 -2.0827 2.8362
N -0.5421 -1.5425 2.0889
H -2.2525 -4.1075 5.4846
H -3.0429 -4.0992 4.0363
H -3.1316 -2.7871 5.0334
H -0.6573 -3.7838 3.7280
H -0.7489 -2.3694 4.7921
H -2.3087 -1.2396 3.1566
H -2.2954 -2.6591 2.1319
H 0.0562 -2.3005 1.7655
H 0.0427 -0.9388 2.6619
C 4.6816 0.0601 0.6257
Si 3.7491 -0.5901 -0.8433
C 3.9327 0.4958 -2.3359
C 4.1087 -2.3792 -1.1919
C 1.9163 -0.5462 -0.3768
C 0.7158 -0.4772 -0.0732
H 5.7510 0.0517 0.4035
H 4.5252 -0.5554 1.5127
H 4.4035 1.0878 0.8633
H 4.9776 0.5063 -2.6541
H 3.6414 1.5263 -2.1267
H 3.3369 0.1325 -3.1743
H 5.1591 -2.4814 -1.4738
H 3.5083 -2.7615 -2.0183
H 3.9388 -3.0099 -0.3184

---

48
Properties=species:S:1:pos:R:3 method="wB97M-V/def2-TZVPD" s_squared=3.7834 homo_lumo_gap_ev="9.213 / 5.999" charge=+4 lumo_energy_ev="-13.49 / -16.64" homo_energy_ev="-22.71 / -22.64" spin_multiplicity=4
N -0.3126 -1.3506 1.7466
C -0.9114 -1.7579 2.6507
C -1.5168 -2.3845 3.7867
H -0.8491 -2.3155 4.6537
H -1.7184 -3.4374 3.5661
H -2.4653 -1.8869 4.0273
N -0.6617 -0.8304 -1.6659
C -1.1551 -0.9842 -2.7037
C -1.8309 -1.0532 -3.9649
H -2.1956 -2.0733 -4.1216
H -1.1379 -0.7794 -4.7689
H -2.6821 -0.3587 -3.9816
N 2.2462 0.4851 0.1776
C 3.1350 1.2462 0.1099
C 4.3374 2.0013 0.0697
H 4.1668 2.9440 -0.4618
H 5.1175 1.4364 -0.4498
H 4.6731 2.2303 1.0877
Re -0.0721 0.2021 0.0544
C 0.0906 1.6613 -1.1942
O 0.1463 2.5912 -1.9187
C -1.9975 0.3330 0.2158
O -3.1597 0.4621 0.3181
C 0.6344 -3.3865 0.1376
C 1.7127 -2.8738 0.8680
C 2.6980 -2.1365 0.2242
C 2.6084 -1.8920 -1.1520
C 1.5426 -2.4050 -1.8769
C 0.5553 -3.1597 -1.2288
H -0.1314 -3.9916 0.6291
H 1.8025 -3.0662 1.9393
H 3.5460 -1.7645 0.8022
H 3.3870 -1.3248 -1.6673
H 1.4963 -2.2502 -2.9573
H -0.2645 -3.6003 -1.8001
C 1.5077 2.0819 2.7992
P -0.0213 1.7478 1.8627
C -1.1639 1.4167 3.2653
C -0.5459 3.4665 1.4487
H 1.8252 1.1664 3.3105
H 1.2982 2.8522 3.5515
H 2.2959 2.4321 2.1248
H -1.2713 2.3417 3.8444
H -2.1522 1.0976 2.9149
H -0.7465 0.6376 3.9103
H -0.6583 4.0363 2.3798
H 0.2032 3.9587 0.8194
H -1.5047 3.4668 0.9158